Entry from the OMol25 dataset: an isolated ion of composition C5H6N and charge +1 at a distorted geometry (the ωB97M-V functional and the def2-TZVPD basis).

The geometry in XYZ format:
```
12
C5H6N, DFT the ωB97M-V functional and the def2-TZVPD basis
C 0.285 1.556 1.099
C 0.120 1.062 2.267
C -0.256 -0.174 -1.973
C -0.448 0.546 -0.932
C 0.064 -0.198 2.582
N 0.599 0.977 -0.019
H -1.036 -0.419 -2.562
H 0.850 -0.375 -2.340
H -1.391 0.958 -0.745
H 0.632 -0.689 3.441
H -0.816 -0.688 2.089
H 1.497 1.082 -0.451
```

## Properties
gap between HOMO and LUMO: 8.3 eV
net charge: +1
structure (SMILES): C=C=C=[NH+]C=C
HOMO: -14.79 eV
total energy: -248.3936 a.u.